ORCA calculation (wB97M-V/def2-TZVPD) on an isolated molecule of C5H10O in a non-equilibrium geometry.

Its SMILES is C/C=C/OCC. As for the calculated total energy: -271.67484 Ha. As for the multiplicity: 1.

Element x y z (Å)
C1 2.59770 0.17536 -0.02528
C2 1.14192 -0.07575 0.34676
C3 0.46940 -1.06381 -0.27881
O1 -0.86886 -1.36372 -0.13221
C4 -1.79072 -0.46924 0.50190
C5 -1.93940 0.83876 -0.36264
H1 2.95272 -0.45331 -0.90442
H2 2.70224 1.38257 -0.19731
H3 3.20971 -0.10691 0.84511
H4 0.66519 0.53322 1.11218
H5 0.97861 -1.67391 -1.08950
H6 -1.45830 -0.13471 1.53731
H7 -2.73069 -0.98403 0.58674
H8 -2.49870 1.69244 0.05939
H9 -2.62484 0.58814 -1.24092
H10 -0.80597 1.11489 -0.75832

---

ORCA calculation (wB97M-V/def2-TZVPD) on a 2-piece molecular cluster, C5H10O2 overall.

Its SMILES is CC(=O)[C@H]1CCO1.[H][H]. As for the calculated total energy: -346.91615 Ha. As for the multiplicity: 1.

Element x y z (Å)
C1 0.33140 -2.07385 0.98676
C2 0.13617 -1.20185 -0.22486
O1 -0.32336 -1.61226 -1.27099
C3 0.54031 0.26041 -0.10547
C4 -0.59760 1.28321 -0.25956
C5 -0.25775 1.64690 1.19354
O2 0.80834 0.68027 1.23865
H1 0.07254 -3.10437 0.73820
H2 1.36622 -2.00904 1.33940
H3 -0.29615 -1.71155 1.80785
H4 1.40345 0.42822 -0.76472
H5 -0.41086 2.06653 -0.99617
H6 -1.58415 0.84829 -0.43430
H7 -1.03561 1.42543 1.93435
H8 0.11517 2.66405 1.35602
H9 -0.08226 0.47876 -3.51744
H10 -0.18585 -0.06917 -3.02124

---

ORCA calculation (wB97M-V/def2-TZVPD) on a 3-piece molecular cluster, C3H12NO2 overall in a non-equilibrium geometry.

As for the calculated total energy: -325.85743 Ha. The charge is +2. As for the multiplicity: 2.

Element x y z (Å)
C1 1.93857 -1.39505 0.20114
C2 0.96166 -0.66523 -0.78102
C3 -1.24590 0.14510 0.00008
N1 0.07106 0.20074 -0.03408
H1 2.36909 -0.62987 0.77965
H2 1.42610 -2.19718 0.78768
H3 2.76568 -1.77612 -0.33769
H4 1.57433 -0.10592 -1.54046
H5 0.26890 -1.50650 -1.28437
H6 -1.73669 1.05235 0.01030
H7 -1.70510 -0.83116 -0.00997
H8 0.56943 1.04270 0.38039
H9 1.98443 2.29056 2.55755
H10 0.65182 2.03951 2.81670
O1 1.17604 1.91246 2.10532
H11 -4.34205 0.02122 -1.39950
H12 -3.34180 0.29865 -2.62591
O2 -3.38556 0.10374 -1.62581